# 1
Entry from the OMol25 dataset: a structure of composition C31H54F2O2PV in a non-equilibrium geometry (the ωB97M-V functional and the def2-TZVPD basis).

Spin multiplicity   4
Gap between HOMO and LUMO (alpha / beta)   7.45 / 7.20 eV
Net charge   +1

Each line ends with the Mulliken charge.
Atoms and positions in Å:
V: -18.63454 -13.64988 0.57539  1.098
C: -22.08580 -11.61094 7.94146  -1.579
C: -21.23138 -11.90337 6.74680  0.282
C: -20.49233 -13.25542 6.86460  -1.380
C: -19.68975 -13.62666 5.60352  -0.656
P: -20.03307 -15.24936 4.90500  1.238
C: -21.37633 -14.97605 3.66211  -0.396
C: -22.73241 -14.78306 4.36192  0.033
C: -23.85523 -14.73669 3.31290  0.076
C: -24.52911 -16.06804 3.04676  -1.386
C: -18.47846 -15.66890 4.00157  -0.669
C: -17.96963 -17.11785 4.04718  -0.597
C: -16.50266 -17.11846 3.48928  -0.675
C: -16.48343 -17.01856 1.97730  -0.952
C: -20.44626 -16.46468 6.19610  -0.988
C: -20.69075 -17.89305 5.61145  -0.725
C: -21.82684 -18.56825 6.35489  -0.608
C: -22.01216 -20.04237 5.93998  -1.352
H: -22.94149 -12.28351 8.03881  0.344
H: -22.52341 -10.61765 7.82028  0.420
H: -21.51065 -11.65733 8.86880  0.368
H: -20.50281 -11.10677 6.58813  0.418
H: -21.88885 -12.00156 5.87468  -0.192
H: -21.18759 -13.99266 7.27522  0.218
H: -19.81883 -13.13270 7.72032  0.622
H: -18.62758 -13.56426 5.86068  0.804
H: -19.72204 -12.82218 4.86269  -0.281
H: -21.46693 -15.81466 2.96582  0.852
H: -21.03727 -14.15188 3.03194  -0.151
H: -22.70899 -13.83587 4.90631  -0.479
H: -22.98604 -15.56225 5.08362  0.313
H: -23.46125 -14.33294 2.37132  -0.317
H: -24.53087 -13.92648 3.59468  0.549
H: -25.20163 -15.95322 2.19510  0.294
H: -25.26812 -16.25666 3.83700  0.364
H: -23.89492 -16.95197 3.03985  0.290
H: -17.70949 -14.97777 4.35743  0.472
H: -18.58655 -15.33934 2.96284  0.070
H: -18.57920 -17.75526 3.41383  0.333
H: -17.75663 -17.47428 5.05123  0.338
H: -15.98045 -17.97938 3.90498  0.439
H: -15.96190 -16.25592 3.88928  0.260
H: -16.82889 -16.03527 1.67085  0.050
H: -17.13943 -17.76850 1.52363  0.344
H: -15.51888 -17.18203 1.49374  0.415
H: -21.40612 -16.13941 6.60118  0.652
H: -19.73887 -16.59110 7.01374  0.663
H: -19.76718 -18.46635 5.59457  0.474
H: -20.98886 -17.84454 4.55526  0.441
H: -22.72835 -17.99648 6.10843  0.334
H: -21.63646 -18.41046 7.42112  0.404
H: -22.95237 -20.43954 6.30876  0.401
H: -21.18368 -20.57870 6.40293  0.321
H: -21.93987 -20.07899 4.85464  0.338
C: -21.25371 -12.89606 2.27056  0.207
O: -20.49142 -13.87582 1.62134  -0.887
H: -20.93066 -12.68867 3.30757  0.556
H: -21.19003 -11.89374 1.83196  0.669
H: -22.29207 -13.22694 2.38129  -1.060
C: -17.44351 -12.06440 3.67104  -1.131
C: -16.40415 -12.92043 2.92192  -0.152
O: -16.90457 -13.39185 1.73398  -0.806
H: -18.41227 -12.57264 3.73643  0.305
H: -17.54874 -11.08074 3.20968  0.441
H: -17.16939 -11.81059 4.70225  0.328
H: -16.01378 -13.70803 3.57964  0.122
H: -15.57976 -12.19642 2.83429  0.398
F: -25.31590 -9.85621 -1.69241  -0.311
C: -25.61652 -11.02257 -1.11632  -0.247
C: -24.70041 -11.72277 -0.32945  -0.230
C: -24.92330 -13.03342 0.04514  -0.086
C: -26.18442 -13.54908 -0.16982  0.002
C: -27.14057 -12.88256 -0.93626  -0.870
C: -26.81490 -11.61991 -1.44315  -0.207
H: -23.77694 -11.19645 -0.11139  0.631
H: -24.15785 -13.56966 0.58869  0.241
H: -26.38280 -14.53122 0.24664  0.332
H: -28.10213 -13.28280 -1.21819  0.417
H: -27.53933 -11.09767 -2.05508  0.418
F: -23.59222 -8.74020 5.41677  -0.375
C: -24.06715 -9.56846 4.46231  0.463
C: -25.39036 -9.94582 4.46265  -0.661
C: -25.83346 -10.88416 3.53486  -0.643
C: -24.93669 -11.36804 2.58061  0.335
C: -23.63127 -10.88079 2.54353  0.516
C: -23.19368 -9.97692 3.47809  -0.544
H: -25.95635 -9.65057 5.33881  0.388
H: -26.81809 -11.32778 3.57985  0.449
H: -25.19196 -12.03216 1.76477  -0.088
H: -23.01346 -11.20371 1.71377  -0.286
H: -22.18860 -9.57402 3.44046  0.418

Atomic forces in eV per Å
V 0.61 0.31 3.72
C -0.48 0.44 0.40
C -0.01 -1.24 -0.67
C -0.06 1.02 1.02
C 0.29 0.40 1.19
P 0.42 0.17 -1.46
C -0.23 -2.57 2.48
C 0.04 0.50 -0.55
C 0.49 0.56 -0.23
C -1.55 0.50 0.87
C -0.27 -0.08 0.17
C 2.03 1.02 -0.38
C -0.40 0.22 -0.11
C -0.02 -0.54 -0.52
C -0.36 -0.86 -0.71
C -0.13 0.54 -0.77
C -0.21 0.05 -0.10
C 0.64 1.12 0.74
H 0.17 -0.21 -0.07
H 0.11 0.05 0.28
H -0.07 0.14 0.01
H -0.05 0.02 -0.19
H 0.15 0.46 -0.17
H -0.14 -0.24 -0.66
H 0.29 -0.11 -0.22
H -0.01 -0.53 0.07
H -0.72 -0.43 0.00
H 0.30 -0.26 0.21
H 0.10 -2.73 2.27
H -0.04 0.04 0.12
H 0.21 -0.09 0.04
H 0.03 -0.53 0.15
H -0.51 -0.45 0.13
H 0.49 -0.46 -0.44
H 0.28 -0.06 0.23
H 0.23 0.16 -0.52
H -0.05 -0.19 0.39
H -0.41 -0.15 0.08
H -0.15 -0.37 0.41
H -1.08 -0.14 0.28
H -0.03 -0.25 -0.40
H -0.10 0.02 0.16
H -0.02 0.21 -0.10
H -0.10 0.02 0.10
H 0.15 0.14 0.34
H 0.11 0.20 0.17
H 0.19 0.65 -0.04
H 0.03 -0.10 0.33
H 0.06 0.16 0.00
H -0.07 -0.04 0.15
H -0.24 -0.44 0.08
H -0.04 -0.11 -0.14
H -0.09 -0.41 -0.29
H -0.15 -0.38 -0.03
C 0.07 2.96 -1.01
O 2.78 1.13 -2.87
H 0.06 0.31 -0.28
H -0.11 -0.25 -0.54
H 0.33 0.79 -0.49
C -0.17 -0.06 0.44
C -0.39 1.44 1.33
O -2.38 -0.66 -2.66
H 0.29 0.22 -0.46
H -0.23 -0.19 -0.38
H 0.28 -0.32 -0.02
H -0.17 -0.26 -0.18
H 0.29 -0.48 -0.71
F 0.25 0.31 0.43
C -0.06 -1.54 0.07
C 0.90 1.22 -1.51
C -0.45 0.77 -0.25
C -0.44 -1.28 -0.19
C 0.91 0.88 -0.02
C -0.81 -0.20 0.15
H 0.02 -0.24 -0.12
H -0.11 -0.09 0.00
H -0.22 -0.03 -0.23
H 0.00 -0.31 0.30
H 0.14 0.08 -0.09
F -0.24 -0.06 0.00
C 0.18 0.27 -0.41
C 0.01 -0.52 1.04
C 0.64 -0.49 -0.26
C 0.06 0.58 0.11
C -0.76 -0.23 -0.43
C 0.73 0.23 0.09
H -0.37 0.14 -0.31
H -0.18 0.32 0.07
H -0.55 0.17 1.04
H 0.06 0.24 0.37
H 0.00 0.00 0.14

# 2
Entry from the OMol25 dataset: a structure of composition C31H54HfN3OP2 in a non-equilibrium geometry (the ωB97M-V functional and the def2-TZVPD basis).

Gap between HOMO and LUMO   5.69 eV
Net charge   +3

Each line ends with the Mulliken charge.
Atoms and positions in Å:
C: 1.29601 0.48493 -2.54962  0.075
C: -0.59372 -0.83798 -2.07923  0.032
C: 1.33171 0.03074 -3.86079  -0.790
C: -0.72552 -1.13487 -3.44957  -1.174
C: 0.24514 -0.71044 -4.33867  -0.852
H: 2.18462 0.30469 -4.48232  0.582
H: -1.57838 -1.73233 -3.77673  0.579
H: 0.18611 -0.95595 -5.40050  0.471
N: 0.23489 0.21160 -1.75384  0.682
P: 2.00546 2.14243 -0.39021  -0.139
P: -2.16476 -1.34281 0.46199  1.645
C: 2.48796 1.18491 -1.91692  -1.071
H: 3.23246 0.42431 -1.63172  0.636
H: 2.97087 1.81736 -2.67048  0.377
C: -0.86085 0.55985 2.37722  0.563
O: -1.24566 0.34109 3.46196  -0.297
C: -1.26477 -1.62964 -1.06726  -1.137
H: -2.07480 -2.14593 -1.59846  1.026
C: -2.51684 -3.29049 0.58948  1.957
C: -3.92477 -0.47497 0.74366  1.975
C: 3.37463 1.96105 0.91313  2.341
C: 1.89091 3.84395 -1.18049  1.756
C: -2.00069 -3.57497 1.99614  -1.328
H: -2.60259 -3.08887 2.77576  0.327
H: -2.01347 -4.65954 2.18708  0.539
H: -0.96941 -3.21868 2.09143  -0.075
C: -3.95852 -3.76504 0.38968  -1.888
H: -4.69647 -3.32980 1.06750  0.362
H: -4.29085 -3.61502 -0.64667  0.432
H: -3.97317 -4.85287 0.56840  0.459
C: -1.71384 -4.09761 -0.44707  -1.976
H: -1.70452 -5.15387 -0.15684  0.589
H: -2.15444 -4.04286 -1.45137  0.443
H: -0.67094 -3.75203 -0.52037  0.242
C: -4.40348 -0.94279 2.13011  -1.572
H: -3.67590 -0.65226 2.90141  0.269
H: -5.36065 -0.45123 2.36216  0.525
H: -4.55900 -2.02181 2.21397  0.233
C: -3.76420 1.04240 0.82160  -1.858
H: -3.02908 1.33753 1.58060  0.288
H: -3.47812 1.48965 -0.13490  0.294
H: -4.73200 1.48383 1.11596  0.687
C: -4.87300 -0.78771 -0.40986  -1.746
H: -5.14607 -1.84238 -0.48655  0.305
H: -5.80518 -0.22150 -0.25766  0.513
H: -4.43730 -0.47237 -1.36782  0.345
C: 1.46678 4.84189 -0.09357  -1.356
H: 1.46849 5.85068 -0.53518  0.540
H: 0.45453 4.63425 0.27482  -0.068
H: 2.15677 4.85413 0.76186  0.271
C: 0.81471 3.80041 -2.28116  -1.515
H: 1.06913 3.09581 -3.08229  0.282
H: -0.17396 3.54654 -1.88894  0.165
H: 0.75046 4.80234 -2.73348  0.612
C: 3.21280 4.29187 -1.83877  -1.441
H: 2.99705 5.19429 -2.43001  0.531
H: 3.98145 4.55908 -1.10839  0.408
H: 3.62684 3.54605 -2.52707  0.235
C: 4.00060 0.56492 0.77217  -2.096
H: 4.63047 0.48369 -0.12476  0.328
H: 4.64274 0.37558 1.64681  0.655
H: 3.24139 -0.22769 0.74187  0.127
C: 2.73125 2.10300 2.30779  -1.468
H: 1.99197 1.31244 2.52290  0.315
H: 3.52743 2.01789 3.06260  0.579
H: 2.23949 3.07735 2.44165  0.303
C: 4.47720 3.01286 0.75780  -1.929
H: 4.97806 2.94078 -0.21629  0.416
H: 4.11040 4.03500 0.91946  0.365
H: 5.23755 2.81846 1.53052  0.551
Hf: -0.04753 0.79108 0.36881  0.210
N: 0.67763 -1.13671 0.67667  0.120
C: 0.47622 -2.29263 0.30491  -0.945
C: 1.48865 -3.38934 0.87519  2.567
C: 1.26986 -4.78542 0.32305  -1.885
C: 2.89332 -2.94524 0.50037  -1.701
C: 1.42837 -3.45312 2.40337  -1.725
H: 0.33242 -5.22912 0.68050  0.276
H: 1.29486 -4.78156 -0.77335  0.419
H: 2.08442 -5.43640 0.68074  0.501
H: 3.21764 -2.09474 1.10850  0.370
H: 3.59325 -3.76720 0.71055  0.560
H: 2.98077 -2.68618 -0.56127  0.346
H: 2.30465 -4.02022 2.75519  0.490
H: 1.48248 -2.45561 2.85442  0.261
H: 0.55094 -3.98130 2.79135  0.515
C: -2.62335 4.78343 0.11164  -1.426
C: -1.80198 3.61186 0.12581  0.804
N: -1.20812 2.60002 0.13781  -0.383
H: -2.12442 5.58996 0.67560  0.399
H: -3.60047 4.57077 0.57574  0.407
H: -2.78106 5.11431 -0.92924  0.363

Atomic forces in eV per Å
C 0.47 0.07 -0.63
C -0.22 0.78 -0.22
C 0.18 0.43 0.60
C -0.03 -0.49 -0.10
C -0.22 0.20 -0.14
H -0.29 -0.22 0.06
H 0.44 -0.04 0.05
H -0.05 -0.02 0.34
N 0.21 -1.19 1.40
P 2.09 0.73 -1.01
P -1.09 0.24 0.98
C -0.31 -0.39 -0.09
H -0.37 0.13 -0.10
H -0.10 -0.06 0.38
C -2.71 -1.78 7.46
O 1.79 1.13 -4.76
C -1.37 1.38 -1.63
H 0.73 -0.48 -0.27
C 0.16 -0.09 0.48
C 0.45 -0.14 -0.84
C 0.10 0.11 -0.14
C -0.26 0.40 0.25
C -0.07 -0.47 0.29
H 0.13 -0.11 -0.20
H 0.03 0.27 0.04
H -0.34 -0.10 0.11
C -0.41 0.04 0.03
H 0.20 -0.21 -0.26
H 0.08 -0.10 0.30
H 0.10 0.33 -0.03
C 0.45 0.06 -0.02
H -0.19 0.20 0.11
H 0.08 -0.15 0.29
H -0.92 -0.76 -0.15
C 0.26 -0.22 0.06
H -0.24 -0.03 -0.08
H 0.27 -0.08 -0.12
H 0.02 0.45 0.01
C 0.05 0.06 -0.01
H -0.22 0.00 -0.01
H -0.12 -0.18 -0.02
H 0.33 -0.17 -0.07
C -0.44 -0.02 -0.07
H 0.07 0.37 0.05
H 0.20 -0.15 -0.12
H -0.15 -0.02 0.16
C 0.18 0.35 -0.05
H -0.04 -0.24 0.22
H 0.29 0.08 -0.02
H -0.22 0.05 -0.25
C 0.03 0.00 -0.07
H -0.10 0.21 0.11
H 0.16 -0.01 -0.18
H 0.02 -0.31 0.13
C 0.11 0.15 0.14
H 0.03 -0.26 0.15
H -0.26 -0.03 -0.29
H -0.05 0.30 0.15
C -0.02 -0.09 0.02
H -0.13 0.03 0.30
H -0.18 0.08 -0.26
H 0.15 0.21 0.00
C -0.03 0.25 -0.20
H 0.08 -0.08 -0.04
H -0.33 0.00 -0.12
H 0.14 -0.19 0.01
C 0.24 0.04 0.19
H -0.13 0.04 0.30
H 0.17 -0.30 -0.07
H -0.19 0.04 -0.21
Hf 1.02 -1.96 -2.35
N -0.85 -0.99 -1.01
C 2.55 3.35 1.93
C -0.40 -1.80 -0.29
C -0.02 -0.55 -0.06
C 0.56 0.55 -0.39
C -0.22 0.18 0.54
H 0.32 0.11 -0.18
H -0.05 -0.17 0.19
H -0.29 0.27 -0.17
H -0.15 -0.19 -0.15
H -0.33 0.19 -0.12
H 0.06 -0.07 0.13
H -0.22 0.17 -0.27
H -0.02 -0.16 -0.05
H 0.29 0.14 -0.13
C -0.14 0.72 -0.05
C 0.91 -2.55 0.10
N -1.94 3.17 -0.01
H -0.16 -0.23 -0.18
H 0.32 -0.06 -0.11
H 0.08 -0.12 0.31

Asked for E across the records above, the calculation gives -2848.759976; -2182.782766 Ha in order.